ORCA calculation (wB97M-V/def2-TZVPD) on a molecular structure, C2NO4.

Computed properties:
Energy above the lowest of the compared OMol25 structures with the same formula, charge and spin = 125.29 kcal/mol
Kohn-Sham gap = 8.095 eV
LUMO level = 0.1291 Ha
Spin multiplicity = 1
HOMO = -0.1684 Ha
Charge = -1

Cartesian coordinates (Å):
C  1.50928  0.27937  0.12759
C  -1.89368  -0.34367  0.01279
N  0.27779  0.32975  0.39001
O  -2.45847  0.53733  0.50348
O  3.14475  -0.70927  0.21344
O  -1.62831  -1.31332  -0.55364
O  1.04864  1.21981  -0.69369

Cartesian forces (eV/Å) of the 2 atoms listed first:
4.1 -3.3 -0.1
-1.0 -0.3 -0.4